Below is one molecule with the formula C25H30N4O9S2, with properties calculated with ωB97M-V/def2-TZVPD.

```
70
C25H30N4O9S2 (ωB97M-V/def2-TZVPD)
C 6.04 2.07 0.16
H 6.51 4.15 0.03
C 0.89 -0.09 -0.71
C 2.17 -0.78 -1.22
C 8.27 2.94 0.02
O -3.03 2.62 2.33
H 1.17 -2.64 -2.06
H -2.65 4.28 0.38
C -3.87 -0.37 -1.10
O -4.72 3.96 -1.76
H -1.62 -3.65 2.10
C -5.07 -0.18 1.58
O 0.56 1.03 -0.42
C 7.91 0.57 0.15
C 1.32 -2.08 -1.13
H 8.30 -0.44 0.17
H 1.00 -0.94 1.98
H -0.08 -4.49 2.36
C -1.74 -2.63 -0.68
C 0.07 -2.71 1.17
O -2.97 -2.68 -0.09
H -5.55 3.06 0.50
O -4.69 -1.42 -0.92
H 3.22 -1.01 0.61
O -1.52 -3.14 -1.74
H -1.74 4.13 -1.15
C -0.68 -3.95 1.63
C -2.52 3.69 -0.53
C -4.72 1.08 0.82
H 8.95 3.78 -0.05
H 5.59 -0.67 2.37
C -3.83 3.36 -1.24
O -2.74 -0.45 -1.50
C -2.42 2.19 -0.30
O -2.25 0.39 1.70
H 4.97 2.24 0.19
H -1.53 1.64 -0.60
N 0.20 -1.26 -0.72
H -6.70 1.88 1.11
C -5.66 2.21 1.17
H -3.75 -2.95 -1.97
C 6.54 0.77 0.20
H 9.84 1.48 0.02
H -0.37 -1.53 2.91
C 8.77 1.65 0.06
H 4.55 0.49 1.87
S 1.60 -3.25 0.24
N -3.62 2.00 -1.08
H -5.48 1.07 -1.23
H 6.12 -1.33 0.22
H -5.46 2.56 2.18
H -4.25 -0.90 1.56
S -2.99 1.58 1.34
H -4.83 -3.39 -0.58
N 4.92 -0.43 1.65
H -5.26 0.08 2.62
O 4.79 -0.03 -1.92
C -4.52 0.95 -0.71
C -0.75 -1.86 0.16
C 4.53 -0.34 -0.78
H -0.89 -4.61 0.80
C 5.58 -0.39 0.34
H -5.96 -0.65 1.17
C 0.50 -1.83 2.34
H -1.29 -1.07 0.71
H 2.50 -0.49 -2.22
C 6.91 3.15 0.07
H 1.18 -2.38 2.98
C -4.07 -2.70 -0.95
N 3.30 -0.70 -0.35
```

Values from the calculation:
Charge: 0
SMILES: CC1(C)S[C@@H]2[C@H](NC(=O)[C@H](N)c3ccccc3)C(=O)N2[C@H]1C(=O)OCOC(=O)[C@@H]1N2C(=O)C[C@H]2S(=O)(=O)C1(C)C
ΔE to the lowest compared entry with this formula, charge and spin (eV): 0.205
Max |F| (hartree/bohr): 0.01484
Lowest unoccupied orbital energy (eV): 0.45
E (Ha): -2663.24891

=====

Below is a 10-piece molecular cluster, C24H52Cl16O4 overall in a non-equilibrium geometry, with properties calculated with ωB97M-V/def2-TZVPD.

```
96
C24H52Cl16O4 (ωB97M-V/def2-TZVPD)
H 0.90 -4.47 5.60
H -1.11 0.18 -2.51
C 7.36 6.05 4.46
C 0.64 3.66 6.40
H 3.30 -3.33 1.72
C 1.66 3.01 -8.49
H 1.92 -3.16 6.19
H 5.43 4.47 3.54
C 1.91 -4.06 5.57
C -7.63 1.77 -2.26
C -7.90 0.53 4.23
H 5.04 3.88 1.18
H 3.04 7.01 0.43
O 2.16 -3.76 4.24
H -9.73 1.31 -1.91
H 1.40 3.18 5.78
H 4.16 -3.51 4.69
H 3.32 -7.08 2.29
H 8.40 5.85 4.21
H -8.57 -0.26 3.90
Cl -3.25 -6.83 1.04
Cl 8.85 -6.06 -3.32
H -4.57 1.88 -10.67
H -0.35 -1.03 0.20
Cl 1.70 0.30 -8.78
H -5.21 3.20 -9.82
C -6.68 1.64 -10.45
Cl 1.94 4.37 -7.38
C 6.61 -4.79 -4.51
C -7.71 0.31 5.75
H 2.66 -6.13 3.56
H -7.01 0.41 3.61
H -9.22 1.06 -3.51
C 5.45 4.86 1.43
Cl -8.05 1.79 -9.23
C 6.11 4.87 2.79
Cl -0.91 2.76 6.47
C 7.11 -6.11 -3.80
O 6.62 6.14 3.23
H 4.59 6.58 -0.39
C -0.34 -0.26 -1.87
H 3.43 1.90 -8.43
C 2.42 1.75 -8.07
H 0.59 2.80 -8.56
O 4.38 5.82 1.43
H -7.25 -0.65 5.97
C 3.79 6.23 0.26
H 1.23 5.52 5.46
H 2.51 -4.86 6.00
C -3.32 -7.45 2.69
H 6.56 -6.34 -2.88
H -4.34 -6.89 4.60
C -5.35 2.12 -9.95
H 2.28 -5.76 1.93
H -7.50 1.99 -1.20
H 1.98 3.30 -9.49
H 1.06 3.73 7.40
H 3.36 -2.18 4.01
H -7.05 1.09 6.11
C 0.31 5.02 5.77
H -6.92 2.19 -11.36
H 6.92 4.14 2.75
C -4.31 -6.65 3.54
H -2.31 -7.55 3.08
Cl -1.71 0.93 0.21
O 4.20 -5.14 2.41
H 6.79 -3.81 -4.08
H 5.53 -4.91 -4.66
Cl -8.57 -0.71 -1.91
Cl -0.51 6.11 6.83
C -1.02 -0.55 -0.53
H 6.18 5.22 0.71
H 2.35 1.66 -6.99
H 6.92 -6.97 -4.45
H 7.20 5.19 5.11
Cl -9.19 0.38 6.74
H -1.90 -1.16 -0.73
H 4.87 -3.20 2.47
H -0.23 4.86 4.84
Cl -8.78 1.95 3.88
H 3.32 5.42 -0.29
H -6.79 1.24 -2.72
C 3.90 -3.71 2.55
Cl -3.97 -4.86 3.45
Cl -7.89 3.37 -3.02
C 3.41 -3.26 3.93
Cl 7.29 -4.76 -6.15
H 0.48 0.43 -1.65
H -5.30 -6.88 3.15
Cl 0.38 -1.80 -2.46
H -6.57 0.58 -10.71
H 7.40 6.95 5.08
C 3.12 -6.04 2.57
H -3.68 -8.46 2.54
Cl -4.88 1.43 -8.31
C -8.86 0.97 -2.48
```

Values from the calculation:
Charge: 0
SMILES: COCCOC.COCCOC.ClCCCl.ClCCCl.ClCCCl.ClCCCl.ClCCCl.ClCCCl.ClCCCl.ClCCCl
Max |F| (hartree/bohr): 0.05446
Lowest unoccupied orbital energy (eV): 0.06
E (Ha): -8609.51654

=====

Below is one molecule with the formula C5H9NO, with properties calculated with ωB97M-V/def2-TZVPD.

```
16
C5H9NO (ωB97M-V/def2-TZVPD)
N -0.49 -0.07 1.07
H -2.68 -0.21 -1.05
H 2.90 -0.50 -1.73
C 2.49 -0.47 -0.73
C -2.56 -0.50 0.00
H 3.20 -0.51 0.09
H 0.59 1.77 0.80
H 0.62 0.54 -1.32
H 1.47 0.45 1.65
C 1.19 0.14 -0.47
H -2.12 -1.50 0.03
C -1.53 0.43 0.55
O 1.33 -1.27 -0.53
H -1.60 1.50 0.31
C 0.73 0.68 0.88
H -3.54 -0.48 0.47
```

Values from the calculation:
Charge: 0
SMILES: C/C=N/C[C@H]1CO1
ΔE to the lowest compared entry with this formula, charge and spin (eV): 3.080
Max |F| (hartree/bohr): 0.00940
Lowest unoccupied orbital energy (eV): 1.17
E (Ha): -325.82438

=====

Below is a 3-piece molecular cluster, C2H10NO2S overall, with properties calculated with ωB97M-V/def2-TZVPD.

```
16
C2H10NO2S (ωB97M-V/def2-TZVPD)
H -0.91 0.79 1.89
O -2.13 -1.18 -2.21
H 1.21 2.29 1.12
H 1.80 -3.00 0.17
H 0.12 1.50 -0.85
H 0.07 3.41 1.11
H -1.61 2.04 0.89
S 1.04 -0.51 0.26
H 2.98 -3.90 -0.13
O 2.09 -3.93 0.21
C -0.24 0.74 -0.14
H -1.51 -1.11 -1.45
C -0.67 1.51 1.10
N 0.30 2.51 1.53
H -1.49 -1.36 -2.91
H -1.07 0.21 -0.59
```

Values from the calculation:
Charge: -1
ΔE to the lowest compared entry with this formula, charge and spin (eV): 0.381
Max |F| (hartree/bohr): 0.01689
Lowest unoccupied orbital energy (eV): 3.77
E (Ha): -685.65369

=====

What is the charge in the fourth record? -1

=====

What is the formula in the second record? C24H52Cl16O4